Entry from the OMol25 dataset: C34H39CdN5O3P2S as an isolated structure at a distorted geometry (ωB97M-V/def2-TZVPD).

CARTESIAN COORDINATES (ANGSTROEM)
Cd1 -0.297597 -2.340558 4.219695
C1 -0.728726 2.442622 3.223867
C2 -1.121624 1.587481 2.266103
C3 -0.621407 1.448467 0.843936
C4 0.511945 0.428365 0.642934
C5 1.778496 0.789411 1.378647
C6 1.941700 1.796945 2.242886
C7 1.369584 3.176256 2.057231
C8 0.361328 3.474405 3.187214
C9 1.844867 -2.225922 4.107897
H1 -1.246555 2.383553 4.186260
H2 -1.911926 0.843186 2.492489
H3 -0.312597 2.420659 0.427373
H4 -1.514151 1.172777 0.263571
H5 0.132587 -0.572044 0.953464
H6 0.732332 0.327461 -0.442445
H7 2.579544 0.059439 1.238559
H8 2.483539 1.664780 3.195801
H9 0.855560 3.288234 1.099933
H10 2.168800 3.932177 2.049814
H11 0.904697 3.444264 4.147507
H12 -0.067421 4.492285 3.098742
H13 2.075615 -1.813653 5.110329
H14 2.316106 -1.579127 3.354242
H15 2.250119 -3.249960 4.085613
P1 1.323241 -1.059857 -3.835592
P2 -1.736499 -0.907790 -3.622171
N1 2.765532 -0.102715 -3.914216
N2 2.010465 -2.374856 -4.865844
N3 -1.889075 0.852087 -3.435623
N4 -3.395340 -1.124181 -4.071215
C10 0.420788 -0.198096 -5.220623
C11 -0.990685 -0.782651 -5.309924
C12 3.526959 0.251864 -2.791778
C13 4.560813 1.073015 -3.199029
C14 4.459048 1.221989 -4.623553
C15 3.360057 0.482342 -5.036230
C16 2.277178 -3.650433 -4.355979
C17 2.864108 -4.421257 -5.349536
C18 2.966560 -3.593981 -6.518097
C19 2.439893 -2.351668 -6.193156
C20 -1.728321 1.433290 -2.180279
C21 -1.798073 2.818127 -2.291983
C22 -1.984822 3.105907 -3.687653
C23 -2.012582 1.885697 -4.359202
C24 -4.177352 -0.379285 -4.966632
C25 -5.319014 -1.097831 -5.253358
C26 -5.258031 -2.324064 -4.509127
C27 -4.081769 -2.317936 -3.791950
H16 0.926553 -0.279393 -6.193011
H17 0.413298 0.871171 -4.958472
H18 -1.616231 -0.212926 -6.006866
H19 -0.950851 -1.812528 -5.701340
H20 3.238228 -0.124178 -1.816029
H21 5.315100 1.529015 -2.555464
H22 5.110287 1.799417 -5.270408
H23 2.947974 0.339977 -6.024492
H24 2.020104 -3.877690 -3.334422
H25 3.187985 -5.449192 -5.254023
H26 3.386854 -3.874800 -7.473485
H27 2.327768 -1.471900 -6.810727
H28 -1.589173 0.765878 -1.347856
H29 -1.727238 3.532739 -1.475560
H30 -2.094026 4.084371 -4.135687
H31 -2.119759 1.679518 -5.413576
H32 -3.854258 0.590978 -5.321371
H33 -6.108067 -0.794105 -5.935038
H34 -5.995996 -3.122307 -4.523661
H35 -3.639861 -3.033968 -3.107176
O1 0.456547 1.802943 6.456670
S1 0.560410 0.427255 6.886780
O2 1.870508 -0.117154 7.144883
N5 -0.407234 -0.561772 5.929787
C28 -1.346704 -1.253312 6.619499
O3 -1.906302 -2.252889 6.067135
C29 -1.456271 -0.763433 8.024996
C30 -2.381002 -1.092281 9.034259
C31 -2.098047 -0.708136 10.355829
C32 -0.960586 0.059730 10.658970
C33 -0.117253 0.513782 9.626247
C34 -0.420929 0.112319 8.319843
H36 -3.297752 -1.619479 8.768994
H37 -2.764700 -0.999964 11.167536
H38 -0.746755 0.334076 11.695689
H39 0.749524 1.149015 9.852654

Cartesian forces, eV/Å:
0.114 0.950 1.175
-0.704 -0.437 0.158
0.145 -0.100 0.372
-0.475 0.437 -0.259
-0.108 0.766 -1.182
0.031 -0.887 0.224
0.236 0.472 -0.106
-1.098 0.306 0.621
0.313 0.191 -0.236
0.670 -0.595 0.325
0.111 -0.092 -0.258
0.400 0.616 0.168
-0.406 -0.664 0.059
0.455 -0.087 0.389
0.570 0.433 0.120
-0.285 -0.004 0.336
-0.353 -0.458 0.929
0.793 0.169 -0.981
0.593 0.053 0.287
0.015 -0.380 0.174
-0.317 0.014 -0.178
0.162 -0.404 0.021
-0.351 -0.096 -0.484
-0.526 -0.351 0.070
-0.019 0.462 -0.265
2.155 -0.403 -2.376
-1.444 1.951 -0.967
0.676 0.864 0.481
-0.547 -0.678 0.385
0.862 0.476 0.736
-0.899 -0.803 -0.261
-0.125 0.046 0.287
0.162 -0.507 -0.184
0.066 0.348 -0.705
-0.340 -0.307 0.073
-0.871 -0.692 0.104
0.505 0.534 0.803
0.238 0.196 -1.069
-0.356 0.840 0.347
-0.427 0.610 0.797
0.038 -0.864 0.251
-0.245 0.615 -0.782
-0.008 -0.997 -0.272
0.082 -1.259 0.097
0.005 0.639 0.631
-0.165 -0.817 0.083
0.612 0.039 0.311
0.383 0.026 0.144
-0.108 0.632 -0.561
-0.130 -0.042 0.484
-0.174 -0.272 0.025
0.025 -0.173 0.270
0.045 0.205 0.063
0.118 0.172 -0.178
-0.355 -0.269 -0.247
-0.143 -0.160 0.156
0.172 0.129 0.251
0.031 -0.056 -0.004
-0.072 0.170 0.019
-0.078 0.071 0.096
0.100 -0.304 0.101
-0.020 0.178 -0.168
-0.017 -0.253 -0.272
0.046 -0.177 0.006
0.054 0.170 0.158
-0.175 -0.318 0.148
0.196 -0.018 0.262
0.229 0.269 0.095
-0.181 0.108 -0.184
0.130 -0.732 0.106
-1.222 -0.175 -0.169
-0.307 0.000 -0.580
0.237 -0.252 0.271
1.316 0.416 -1.244
0.279 0.818 0.254
-0.826 0.014 0.906
0.517 0.033 -0.082
0.091 0.201 -0.385
0.066 0.087 -0.612
-0.493 -0.156 0.127
0.374 0.017 1.208
0.374 -0.128 0.208
0.101 0.074 -0.288
-0.082 -0.118 -0.394
-0.440 -0.331 -0.237

Computed properties:
ΔE to the lowest compared entry with this formula, charge and spin in kcal per mole: 26.6
LUMO in eV: -1.2
Charge: 0
Orbital gap in Eh: 0.2608

Entry from the OMol25 dataset: a 2-piece molecular cluster, C4H8N2O overall at a distorted geometry (ωB97M-V/def2-TZVPD).

CARTESIAN COORDINATES (ANGSTROEM)
C1 -1.910915 0.825158 0.603341
N1 -0.606623 0.200839 0.626525
C2 0.315787 0.595844 -0.145133
C3 1.657708 -0.086138 -0.217268
O1 2.661427 0.834642 0.154976
C4 -0.511801 -2.494383 -1.423926
N2 -0.577300 -2.248697 -0.274518
H1 -2.613755 0.129859 0.128780
H2 -2.250757 0.987741 1.628401
H3 -1.921274 1.769441 0.050792
H4 -0.612888 -1.542775 0.498057
H5 0.196678 1.477076 -0.781244
H6 1.868185 -0.385563 -1.248066
H7 1.671234 -0.995030 0.395511
H8 2.600798 0.943982 1.111640

Cartesian forces, eV/Å:
-0.054 0.113 0.011
0.378 -0.048 -0.162
-0.268 0.042 0.314
-0.261 -0.170 -0.108
0.209 0.072 0.276
-0.084 -0.071 1.205
-0.034 -0.141 -1.061
0.088 0.112 0.083
0.027 0.034 -0.113
-0.018 0.013 0.013
0.025 -0.411 -0.368
-0.023 0.098 -0.021
-0.077 0.060 0.066
-0.018 0.192 -0.020
0.108 0.105 -0.114

Computed properties:
ΔE to the lowest compared entry with this formula, charge and spin in kcal per mole: 75.8
LUMO in eV: 0.7
Charge: 0
Orbital gap in Eh: 0.4075